Entry from the OMol25 dataset: C18H36ClNaO22 as an isolated structure in a non-equilibrium geometry (wB97M-V/def2-TZVPD).

Geometry as XYZ:
```
78
Properties=species:S:1:pos:R:3:forces:R:3
Na 2.256 -0.493 0.469 -0.3 0.2 -0.9
Cl 0.205 1.897 -1.604 -1.1 0.8 0.8
O 0.559 0.507 -1.563 1.4 -1.5 -1.0
O 1.269 2.648 -0.964 -0.2 -0.1 -0.1
O -0.080 2.438 -2.895 0.9 -0.5 -0.7
O -1.026 1.941 -0.879 -0.8 0.9 1.4
C 3.453 -0.059 -3.306 -1.0 0.6 0.3
O 4.715 -0.398 -2.745 0.2 -0.1 -0.8
C 5.040 -0.125 -1.508 -1.6 -1.5 2.1
O 4.301 0.107 -0.520 1.5 0.1 -2.5
O 6.329 -0.435 -1.424 0.9 1.0 0.8
C 7.042 0.114 -0.301 0.3 1.0 0.5
H 2.711 -0.856 -3.253 0.2 -0.1 0.7
H 3.525 0.106 -4.381 0.7 0.4 0.2
H 3.135 0.826 -2.756 -0.6 -0.1 -0.4
H 8.028 0.474 -0.592 0.1 -0.9 -0.5
H 7.117 -0.567 0.546 -0.1 -0.1 -0.3
H 6.630 1.064 0.039 -0.8 -0.3 0.1
C -4.525 2.167 -0.701 -0.3 2.3 -0.2
O -4.788 0.931 -0.170 -0.5 -2.9 0.3
C -5.904 0.203 -0.451 -1.9 3.1 -1.3
O -6.895 0.527 -1.117 2.6 -0.4 0.8
O -5.827 -0.865 0.267 2.7 0.1 1.2
C -6.544 -1.968 -0.035 -2.2 -2.3 -0.1
H -3.598 2.550 -0.275 0.1 -0.4 0.0
H -5.308 2.831 -0.335 -0.1 0.4 -0.5
H -4.416 2.210 -1.785 -0.3 -0.3 0.0
H -7.603 -1.742 0.090 -0.2 -0.3 -0.1
H -6.259 -2.754 0.665 0.0 0.2 0.2
H -6.396 -2.411 -1.020 0.2 0.5 -0.3
C 0.216 -2.829 -3.063 -0.6 1.1 0.9
O 1.433 -3.571 -2.968 1.4 -0.1 1.2
C 2.292 -3.275 -1.973 0.3 1.8 2.1
O 2.219 -2.387 -1.083 -0.7 -2.0 -2.5
O 3.373 -4.065 -2.016 -2.1 -0.6 -2.1
C 4.314 -3.987 -1.021 1.9 1.1 1.3
H 0.413 -1.764 -3.191 0.2 0.0 -0.5
H -0.342 -2.823 -2.127 0.2 -0.5 0.1
H -0.421 -3.248 -3.842 0.5 0.0 -0.1
H 3.879 -3.964 -0.021 0.0 -0.5 -0.1
H 4.916 -3.081 -1.094 -0.3 0.6 -0.1
H 5.098 -4.726 -1.181 -0.7 -0.6 0.1
C -0.082 -2.762 3.270 0.6 0.2 2.0
O -0.591 -1.421 3.608 0.8 1.6 -1.7
C -0.148 -0.331 2.890 -1.0 1.2 1.0
O 0.452 -0.373 1.824 -0.6 0.3 2.0
O -0.562 0.860 3.612 0.7 -3.2 -1.4
C -0.573 2.157 2.982 0.2 -0.4 -1.3
H -0.720 -3.422 3.857 -0.6 0.0 -0.8
H 0.815 -2.867 3.880 0.6 0.2 -0.4
H 0.116 -3.083 2.248 -0.6 0.7 -0.1
H -1.134 2.852 3.606 0.4 -0.3 0.4
H -1.082 2.152 2.018 -0.2 -0.5 -0.1
H 0.432 2.488 2.720 0.1 0.1 0.5
C -2.350 -6.174 -0.909 -0.1 -1.3 0.0
O -2.781 -4.834 -0.743 -1.0 -0.8 -0.7
C -1.937 -3.963 -0.276 0.0 2.0 1.5
O -0.759 -4.123 -0.094 0.2 0.2 -0.1
O -2.672 -2.862 0.082 -0.2 -1.5 -1.3
C -2.136 -1.568 0.208 0.7 1.1 1.3
H -1.308 -6.287 -1.209 -0.1 0.3 0.1
H -2.986 -6.690 -1.627 0.0 0.7 -0.4
H -2.556 -6.763 -0.015 0.4 0.4 0.5
H -2.954 -0.879 0.420 -0.3 -0.3 -0.2
H -1.589 -1.120 -0.621 0.1 -0.6 -0.4
H -1.507 -1.521 1.097 0.2 -0.1 -0.2
C 1.356 7.798 3.325 0.2 0.3 -0.9
O 0.125 8.024 2.626 -0.9 0.9 0.0
C -0.351 7.256 1.638 -0.9 0.4 -0.5
O -1.278 7.552 0.899 1.6 -0.2 1.6
O 0.340 6.125 1.616 0.0 -0.6 -0.3
C -0.222 5.077 0.856 0.8 -1.7 -1.2
H 1.226 7.345 4.308 -0.3 -0.2 -0.2
H 1.756 8.805 3.446 0.1 -0.1 0.2
H 2.025 7.227 2.681 0.1 -0.1 0.4
H 0.566 4.416 0.494 0.6 0.2 0.4
H -0.650 5.353 -0.108 -0.7 0.5 0.6
H -0.816 4.406 1.476 -0.6 0.6 -0.1
```
Positions in Å, forces in eV/Å.

## Properties
- Energy above the lowest of the compared OMol25 structures with the same formula, charge and spin: 294.3 kJ/mol
- Molar mass: 662.91 g/mol
- Charge: 0
- E_HOMO: -9.27 eV
- Orbital gap: 8.848 eV

Results of the Mulliken charge analysis, in e, for atoms 1 through 2: 0.918 1.603

Entry from the OMol25 dataset: a 3-piece molecular cluster, C18H36N2O7S2 overall (wB97M-V/def2-TZVPD).

Geometry as XYZ:
```
65
Properties=species:S:1:pos:R:3:forces:R:3
N 2.733 -2.940 -0.585 0.3 0.0 -0.4
C 3.860 -2.093 -0.791 -0.3 -0.1 0.4
O 4.787 -2.394 -1.494 0.1 0.0 -0.4
C 3.802 -0.761 -0.068 0.1 0.1 0.0
C 2.441 -0.071 -0.091 0.0 -0.1 0.1
O 2.581 1.104 -0.917 0.0 0.1 -0.1
C 1.518 1.864 -1.173 -0.1 0.0 0.2
O 1.547 2.782 -1.941 0.0 0.0 0.0
O 0.445 1.481 -0.458 0.0 -0.2 -0.1
C -0.817 2.073 -0.815 0.0 0.1 0.0
C -1.893 1.041 -0.578 -0.1 0.1 0.0
C -2.115 0.747 0.912 0.1 -0.1 -0.1
S -1.898 -0.982 1.407 0.0 0.1 0.1
C -3.325 -1.775 0.822 0.0 0.0 0.0
S -3.541 -3.359 1.126 0.0 0.0 -0.1
N -4.232 -0.945 0.108 0.0 -0.1 -0.1
C -5.410 -0.611 0.919 0.0 0.1 0.1
C -6.268 0.380 0.157 0.0 0.1 0.1
O -6.639 -0.086 -1.122 -0.1 -0.2 0.1
C -5.537 -0.523 -1.893 0.1 0.0 -0.1
C -4.677 -1.533 -1.160 0.0 -0.1 0.0
H 2.911 -3.519 0.238 -0.2 0.2 0.2
H 2.710 -3.576 -1.378 0.1 -0.1 0.1
H 4.127 -0.912 0.965 0.0 -0.1 0.0
H 4.542 -0.118 -0.541 0.0 0.0 0.1
H 1.678 -0.726 -0.506 0.0 0.0 0.0
H 2.125 0.227 0.907 0.0 0.1 0.0
H -0.974 2.953 -0.187 0.0 0.0 0.0
H -0.785 2.408 -1.851 0.1 -0.1 0.0
H -1.641 0.125 -1.116 0.0 0.0 0.0
H -2.817 1.424 -1.015 0.0 -0.1 0.0
H -3.097 1.076 1.239 0.0 0.1 0.0
H -1.364 1.265 1.514 0.0 0.0 0.0
H -5.091 -0.152 1.858 0.0 0.0 0.0
H -5.978 -1.518 1.167 0.0 0.0 -0.1
H -5.736 1.340 0.078 0.0 -0.1 -0.1
H -7.193 0.554 0.706 0.0 0.0 0.0
H -5.956 -0.990 -2.784 0.0 0.0 0.0
H -4.927 0.333 -2.212 0.0 0.0 0.1
H -3.799 -1.772 -1.763 0.0 0.0 0.0
H -5.236 -2.462 -0.991 0.0 0.0 0.0
C -0.330 5.604 -1.635 -0.1 0.0 0.0
C -0.701 6.827 -0.815 0.1 0.0 0.0
C 0.504 7.705 -0.523 0.0 0.0 0.0
O -1.349 6.439 0.400 0.0 0.0 0.0
H 0.388 4.981 -1.097 0.0 0.0 0.0
H -1.216 5.002 -1.840 0.0 0.0 0.0
H 0.126 5.881 -2.586 0.0 0.0 0.0
H -1.452 7.412 -1.349 0.0 0.0 0.0
H 1.249 7.143 0.050 0.0 0.0 0.0
H 0.211 8.576 0.063 0.0 0.0 0.0
H 0.976 8.045 -1.445 0.0 0.0 0.0
H -0.713 5.932 0.917 0.0 0.0 0.0
C 6.014 -5.486 0.995 0.0 0.0 0.0
C 4.945 -5.243 2.047 0.1 0.0 0.0
C 4.864 -6.368 3.063 -0.1 0.0 0.0
O 3.671 -5.035 1.425 -0.1 0.0 0.0
H 5.796 -6.405 0.442 0.0 0.0 0.0
H 6.047 -4.662 0.282 0.0 0.0 0.0
H 6.998 -5.594 1.453 0.0 0.0 0.0
H 5.151 -4.303 2.562 0.0 0.0 0.0
H 4.615 -7.309 2.566 0.0 0.0 0.0
H 4.093 -6.161 3.805 0.0 0.0 0.0
H 5.817 -6.499 3.577 0.0 0.0 0.0
H 3.438 -5.840 0.948 0.0 0.0 0.0
```
Positions in Å, forces in eV/Å.

## Properties
- Molar mass: 456.63 g/mol
- Charge: 0
- SMILES: NC(=O)CCOC(=O)OCCCSC(=S)N1CCOCC1.CC(C)O.CC(C)O
- E_HOMO: -8.86 eV
- Orbital gap: 8.705 eV

Results of the natural (NBO) charge analysis, in e, for atoms 1 through 2: -0.909 0.707

Entry from the OMol25 dataset: C18H36N6O3Re as an isolated structure in a non-equilibrium geometry (wB97M-V/def2-TZVPD).

Geometry as XYZ:
```
64
Properties=species:S:1:pos:R:3:forces:R:3
Re -0.314 0.770 0.136 0.3 -1.5 -1.4
N -2.054 1.355 1.340 0.2 -0.3 -0.5
C -1.752 2.781 1.624 0.4 1.1 0.3
C -0.390 2.880 2.313 -0.9 0.3 0.2
N 0.665 2.132 1.567 -0.5 -0.6 -1.0
C 1.474 3.043 0.727 0.5 0.4 -0.7
C 2.390 2.256 -0.216 0.2 0.7 0.6
N 1.604 1.205 -0.918 -1.1 0.0 0.3
C 1.515 1.386 2.526 0.2 -0.9 0.5
C 0.807 0.095 2.927 0.3 0.6 0.4
N 0.441 -0.623 1.676 -0.2 0.4 -0.3
H -2.963 1.317 0.872 0.1 -0.1 0.0
H -2.195 0.855 2.223 0.2 -0.1 -0.1
H -2.518 3.236 2.260 0.0 -0.1 -0.1
H -1.743 3.321 0.673 -0.1 0.0 0.2
H -0.471 2.470 3.322 0.1 0.0 -0.1
H -0.116 3.936 2.416 0.1 -0.2 0.0
H 2.066 3.721 1.352 -0.1 -0.1 0.0
H 0.785 3.645 0.127 0.0 0.0 0.2
H 3.226 1.799 0.315 -0.1 0.0 -0.1
H 2.821 2.966 -0.927 0.0 -0.2 0.0
H 2.201 0.404 -1.130 -0.2 -0.2 0.0
H 1.303 1.590 -1.817 0.0 -0.2 0.0
H 1.743 2.003 3.401 -0.1 0.0 -0.1
H 2.462 1.134 2.050 0.0 0.1 0.0
H -0.104 0.300 3.493 0.0 -0.1 0.0
H 1.459 -0.516 3.560 -0.1 0.0 -0.1
H -0.180 -1.400 1.923 0.0 0.0 -0.3
H 1.292 -1.069 1.322 -0.2 -0.2 -0.2
C -3.139 3.198 -3.927 -0.9 0.2 -0.9
O -2.156 3.179 -2.879 0.8 -0.5 1.1
C -1.868 2.160 -2.156 -1.1 -0.4 -1.1
O -0.991 2.284 -1.272 1.3 -0.4 1.8
N -2.477 0.954 -2.305 0.1 0.3 0.0
N -1.999 -0.132 -1.527 0.5 0.4 0.7
H -3.023 4.174 -4.399 0.0 -0.2 0.1
H -4.143 3.117 -3.510 0.1 0.0 0.1
H -2.966 2.419 -4.672 0.2 0.0 0.1
H -3.198 0.788 -3.001 0.1 0.0 0.0
H -1.535 -0.811 -2.136 0.0 0.1 0.1
H -2.791 -0.604 -1.081 0.1 0.1 -0.2
C 2.098 -6.594 -5.250 0.3 -0.6 -0.4
C 1.694 -5.675 -4.178 -0.7 0.6 0.4
C 2.571 -4.728 -3.627 -0.3 1.0 1.0
C 2.160 -3.779 -2.675 0.4 -1.2 -1.1
C 3.197 -2.868 -2.153 0.8 0.4 -0.1
C 0.806 -3.763 -2.229 0.0 0.7 0.5
C 0.231 -2.711 -1.428 -1.1 -2.7 -1.4
O 0.702 -1.622 -1.082 1.0 3.1 1.3
C -0.044 -4.840 -2.643 0.5 -1.0 -1.0
C -1.364 -5.166 -2.061 -0.8 -0.1 -0.1
C 0.391 -5.703 -3.659 -0.2 0.8 0.7
H 2.895 -6.181 -5.872 -0.2 0.0 0.0
H 1.245 -6.898 -5.861 0.1 0.1 0.0
H 2.506 -7.530 -4.838 -0.1 0.2 0.1
H 3.603 -4.713 -3.951 0.1 0.0 0.0
H 3.610 -2.264 -2.968 -0.1 0.1 0.1
H 4.047 -3.460 -1.795 -0.2 0.1 0.1
H 2.837 -2.227 -1.356 0.1 0.0 0.1
H -0.813 -2.924 -1.149 0.0 0.0 0.1
H -1.583 -4.692 -1.109 -0.1 0.0 0.1
H -1.428 -6.249 -1.914 0.0 0.2 0.2
H -2.163 -4.946 -2.777 0.0 0.1 0.1
H -0.314 -6.430 -4.040 0.0 -0.1 0.1
```
Positions in Å, forces in eV/Å.

## Properties
- ⟨S²⟩: 0.79
- Spin multiplicity: 2
- Molar mass: 570.73 g/mol
- Charge: +4
- E_HOMO (spin up / spin down): -18.46 / -18.41 eV
- Orbital gap (spin up / spin down): 2.677 / 2.723 eV

Results of the natural (NBO) charge analysis, in e, for atoms 1 through 2: 1.627 -0.810